Record 1
{
  "formula": "C26H29NO6Pb",
  "method": "wB97M-V/def2-TZVPD",
  "species": ["C", "C", "C", "O", "C", "C", "C", "C", "C", "C", "C", "C", "C", "C", "O", "C", "C", "O", "C", "O", "C", "C", "C", "C", "C", "C", "N", "O", "C", "C", "C", "C", "O", "H", "H", "H", "H", "H", "H", "H", "H", "H", "H", "H", "H", "H", "H", "H", "H", "H", "H", "H", "H", "H", "H", "H", "H", "H", "H", "H", "H", "H", "Pb"],
  "coordinates": [[7.707937, -1.873299, -0.188907], [6.371284, -1.874982, -0.955379], [5.507356, -0.668549, -0.516761], [4.181167, -0.808832, -0.817096], [3.232058, -0.841669, 0.299290], [1.847333, -0.792514, -0.239849], [0.985595, -1.813101, 0.150935], [-0.312266, -1.836759, -0.338249], [-0.728558, -0.867274, -1.237011], [0.136377, 0.141343, -1.628544], [1.429670, 0.219931, -1.115373], [2.264910, 1.391169, -1.582792], [3.018864, 2.239444, -0.547423], [2.181976, 2.760239, 0.639897], [0.801135, 2.872576, 0.308717], [-0.026287, 2.308818, 1.257432], [0.000067, 2.900597, 2.629641], [-0.755521, 1.425943, 0.970263], [-2.137592, -0.924166, -1.725549], [-2.424852, -0.659946, -2.857587], [-3.103823, -1.353977, -0.688974], [-4.367543, -0.780001, -0.609708], [-5.234494, -1.176191, 0.402852], [-6.609294, -0.587286, 0.611269], [-7.029322, 0.566666, -0.311291], [-6.755433, 1.913761, 0.302670], [-5.427749, 2.180768, 0.647599], [-7.633412, 2.690730, 0.548386], [-4.803175, -2.167858, 1.288683], [-3.552400, -2.752085, 1.207653], [-2.682015, -2.332820, 0.208192], [-1.312486, -2.865734, 0.074719], [-1.014959, -4.014390, 0.254858], [7.947040, -0.884390, 0.195788], [8.539766, -2.159276, -0.818108], [7.632555, -2.539827, 0.661286], [6.594054, -1.872120, -2.050986], [5.805766, -2.761646, -0.698000], [5.845524, 0.284195, -1.071776], [5.762696, -0.443690, 0.516395], [3.385345, -1.753295, 0.869262], [3.419437, -0.010991, 0.977231], [1.316527, -2.584576, 0.827630], [-0.231898, 0.881199, -2.322076], [2.972028, 1.070895, -2.365101], [1.588364, 2.079422, -2.073303], [3.393254, 3.113535, -1.076455], [3.890752, 1.734364, -0.133523], [2.551793, 3.754863, 0.877248], [2.359572, 2.154801, 1.527303], [0.474904, 2.192273, 3.304446], [0.555958, 3.828290, 2.690860], [-1.020029, 3.013685, 2.968675], [-4.615851, -0.040261, -1.351638], [-6.607348, -0.187382, 1.624503], [-7.348620, -1.380752, 0.609961], [-8.105440, 0.525173, -0.420833], [-6.615334, 0.485602, -1.311549], [-5.247216, 3.176350, 0.615156], [-4.792170, 1.694713, 0.027118], [-5.480695, -2.467201, 2.074079], [-3.236386, -3.505815, 1.908308], [5.511104, -0.018690, -3.024466]],
  "forces_ev_per_angstrom": [[-0.031, 0.375, -0.324], [0.277, 0.867, 0.814], [0.784, -0.849, 0.278], [0.040, -0.128, -0.831], [-0.684, 0.200, 0.495], [0.085, -0.231, -0.021], [-0.099, 0.235, -0.441], [0.181, 0.214, 0.023], [0.463, 0.067, 0.125], [0.068, -0.261, 0.025], [-0.224, 0.026, -0.367], [-0.427, 0.126, 1.040], [-0.192, 0.112, -0.094], [0.305, 0.519, -0.193], [0.445, -0.525, -0.146], [-0.047, 0.627, 0.545], [0.574, 0.034, 0.151], [-0.713, -0.847, -0.660], [-0.089, -0.189, 0.448], [-0.167, 0.545, -0.715], [0.008, 0.075, 0.102], [0.242, -0.470, 0.126], [0.008, -0.008, -0.206], [0.499, 0.442, 0.056], [-0.415, -0.537, 0.257], [0.493, 0.020, 0.093], [0.008, -0.077, -0.903], [-0.509, 0.509, 0.108], [0.037, -0.006, 0.082], [-0.101, 0.093, -0.298], [-0.377, 0.264, 0.099], [-0.288, 0.112, -0.025], [0.406, -0.494, 0.406], [0.024, 0.176, 0.022], [0.125, -0.316, -0.013], [0.070, -0.174, 0.073], [-0.147, -0.442, -0.080], [-0.243, -0.270, -0.522], [0.632, 0.487, 1.105], [-0.257, 0.330, 0.188], [0.173, -0.242, -0.150], [0.383, 0.279, -0.169], [0.025, -0.184, 0.079], [0.005, 0.153, -0.096], [0.524, -0.212, -0.473], [-0.113, 0.022, -0.326], [0.112, 0.064, -0.148], [0.146, -0.091, 0.060], [0.095, 0.124, 0.142], [-0.294, -0.258, 0.056], [0.014, -0.158, 0.116], [-0.092, 0.223, -0.040], [-0.189, 0.139, 0.046], [-0.194, 0.104, -0.118], [-0.120, -0.100, 0.233], [-0.093, -0.172, -0.173], [-0.181, 0.057, -0.110], [0.159, 0.015, -0.147], [-0.043, 0.037, 0.375], [0.205, -0.029, 0.274], [-0.049, -0.091, 0.131], [-0.007, -0.169, 0.114], [-1.228, -0.143, -0.499]],
  "homo_lumo_gap_ev": 2.06,
  "charge": 2,
  "e_above_lowest_kj_mol": 0.0,
  "energy_ha": -1706.48837,
  "lumo_ev": -10.549,
  "e_homo_ev": -12.61
}

=====

Record 2
{
  "formula": "C26H30BClF6N7O4PS2SbY",
  "method": "wB97M-V/def2-TZVPD",
  "species": ["Y", "C", "C", "C", "C", "C", "C", "N", "Sb", "C", "C", "C", "C", "C", "C", "N", "C", "C", "C", "C", "C", "C", "N", "H", "H", "H", "H", "H", "H", "H", "H", "H", "H", "H", "H", "H", "H", "H", "H", "H", "H", "C", "N", "C", "C", "N", "B", "N", "C", "C", "N", "C", "C", "S", "C", "S", "H", "H", "H", "H", "H", "H", "H", "H", "H", "H", "H", "H", "O", "Cl", "O", "O", "O", "F", "P", "F", "F", "F", "F", "F"],
  "coordinates": [[-0.746100, 0.620753, -0.343965], [1.264368, -2.346035, -1.710114], [0.916396, -1.355962, -2.775997], [1.413098, -1.602440, -4.059011], [1.126893, -0.746264, -5.092263], [0.347938, 0.369688, -4.817273], [-0.115072, 0.576882, -3.530931], [0.146308, -0.280953, -2.518494], [-1.167805, 2.460010, -3.412479], [-2.830112, 1.944870, -2.153277], [-3.829180, 2.899388, -2.155791], [-5.041296, 2.598356, -1.550565], [-5.233484, 1.321379, -1.074822], [-4.199942, 0.386267, -1.132248], [-4.471488, -1.020077, -0.710246], [-2.979912, 0.723933, -1.597438], [0.074704, 3.417731, -1.944139], [0.780517, 4.492327, -2.451062], [1.619410, 5.207959, -1.609208], [1.686822, 4.828557, -0.290390], [0.948144, 3.737286, 0.171492], [1.033873, 3.394285, 1.625096], [0.157593, 3.025786, -0.657115], [2.244219, -2.770776, -1.922679], [1.280241, -1.906616, -0.722114], [0.527469, -3.151591, -1.702802], [2.025910, -2.479319, -4.215277], [1.505792, -0.927126, -6.089593], [0.112533, 1.074659, -5.603934], [-3.674869, 3.861519, -2.628280], [-5.832546, 3.334267, -1.495913], [-6.184020, 1.020334, -0.656526], [-5.485601, -1.289225, -1.007045], [-4.394150, -1.128159, 0.371362], [-3.775666, -1.709897, -1.173382], [0.675930, 4.773288, -3.491078], [2.198126, 6.044158, -1.979258], [2.314314, 5.361995, 0.409138], [0.108768, 3.663629, 2.130978], [1.209958, 2.334740, 1.780947], [1.853413, 3.945432, 2.080838], [-1.171842, -5.228202, -0.308965], [-0.626542, -4.553577, 0.854522], [-0.123151, -5.207205, 1.961189], [0.180414, -4.256708, 2.866216], [-0.124879, -3.026206, 2.326292], [0.134160, -1.688364, 3.023233], [1.701204, -1.313714, 3.053113], [2.069897, -0.228034, 3.744408], [3.420600, -0.005357, 3.548792], [3.862843, -0.972043, 2.733352], [5.237757, -1.145443, 2.279192], [2.799850, -1.788305, 2.384213], [2.941523, -3.105438, 1.390451], [-0.641796, -3.221175, 1.097736], [-1.440851, -2.113852, 0.050942], [-0.504027, -6.037069, -0.598427], [-1.261800, -4.512146, -1.119964], [-2.159337, -5.630320, -0.084870], [-0.035158, -6.278459, 1.992360], [0.603689, -4.343029, 3.851134], [-0.401360, -0.805237, 2.421781], [-0.179497, -1.736104, 4.179797], [1.365028, 0.323337, 4.343777], [4.062271, 0.767969, 3.933556], [5.712887, -1.952428, 2.833579], [5.768086, -0.211538, 2.444090], [5.229374, -1.376524, 1.221908], [3.452094, -0.510636, -0.526828], [2.672163, 0.643320, -0.249009], [3.310722, 1.482551, 0.704874], [1.384840, 0.165322, 0.386942], [2.318787, 1.351446, -1.434650], [-2.362926, 2.402183, 0.614091], [-2.512337, 1.714257, 2.130450], [-2.728168, 0.301872, 1.300495], [-0.859469, 1.354984, 1.936468], [-2.519547, 0.939713, 3.493964], [-2.128890, 3.092917, 2.794381], [-4.058105, 2.002242, 2.130251]],
  "forces_ev_per_angstrom": [[-0.367, -0.354, 0.538], [0.005, -0.025, -0.014], [-0.047, -0.046, -0.051], [-0.061, 0.021, 0.026], [0.022, -0.005, 0.012], [-0.009, -0.003, -0.043], [-0.027, -0.042, -0.101], [0.056, 0.188, 0.099], [0.063, -0.028, -0.007], [-0.039, -0.002, 0.016], [-0.037, 0.014, 0.026], [-0.015, -0.014, -0.002], [0.071, -0.030, -0.016], [-0.012, 0.045, -0.013], [-0.051, -0.011, 0.028], [-0.012, 0.015, -0.090], [0.070, 0.012, -0.001], [-0.024, 0.044, -0.027], [0.004, -0.005, 0.009], [-0.033, -0.043, 0.002], [-0.027, 0.056, -0.001], [0.019, -0.047, 0.000], [0.146, -0.170, 0.024], [0.018, 0.014, 0.007], [-0.005, -0.015, 0.041], [0.038, 0.036, -0.025], [0.011, 0.011, 0.007], [-0.004, 0.000, 0.003], [-0.015, 0.003, 0.012], [0.022, -0.002, 0.009], [0.005, 0.005, -0.003], [-0.002, -0.005, -0.005], [0.010, 0.004, 0.023], [0.024, -0.013, -0.009], [0.050, -0.040, -0.021], [0.000, -0.014, -0.002], [-0.011, 0.001, 0.003], [0.004, -0.002, -0.002], [-0.044, 0.011, 0.010], [0.000, 0.006, 0.011], [0.000, 0.002, -0.004], [-0.024, 0.024, -0.007], [0.052, 0.110, 0.051], [0.026, -0.020, 0.052], [0.072, -0.050, 0.019], [0.000, -0.066, -0.171], [0.013, 0.114, -0.051], [0.056, 0.116, -0.304], [0.018, -0.045, 0.095], [-0.017, -0.035, 0.022], [-0.101, 0.035, -0.096], [-0.074, 0.063, 0.051], [0.073, -0.085, 0.307], [-0.040, -0.037, -0.028], [-0.096, 0.070, 0.085], [0.049, 0.117, -0.126], [-0.004, 0.002, 0.013], [-0.004, -0.010, -0.006], [-0.004, 0.000, -0.008], [0.008, 0.010, 0.018], [-0.007, -0.005, -0.004], [0.037, -0.143, 0.060], [-0.066, -0.050, 0.058], [-0.006, 0.013, -0.021], [-0.001, -0.002, 0.000], [-0.004, 0.003, -0.018], [-0.005, -0.013, 0.019], [0.012, -0.028, -0.117], [0.083, -0.145, -0.117], [0.021, -0.071, 0.260], [0.103, 0.142, 0.080], [-0.113, 0.241, -0.220], [0.067, 0.048, -0.196], [0.134, -0.034, 0.040], [-0.031, -0.032, -0.026], [-0.012, 0.085, -0.033], [-0.020, 0.095, -0.147], [0.006, 0.026, 0.032], [0.015, -0.014, -0.024], [-0.012, -0.005, -0.008]],
  "homo_lumo_gap_ev": [7.52, 5.44],
  "spin_multiplicity": 2,
  "s2": 0.77,
  "charge": 1,
  "e_above_lowest_kj_mol": 0.0,
  "energy_ha": -4193.57153,
  "lumo_ev": [-2.719, -4.811],
  "e_homo_ev": [-10.24, -10.25]
}